C29H45FFeP2 as an isolated structure at a distorted geometry, computed with ωB97M-V/def2-TZVPD.

electronic energy	-3177.81005	a.u.
frontier orbital gap (spin up / spin down)	6.2 / 2.9	eV
max |F|	3.01	eV Å⁻¹
spin multiplicity	6
charge	+1

Each line ends with the Mulliken charge.
Geometry (Å):
1 Fe 1.2103 -0.9929 1.6501  -0.58
2 P 1.5539 -0.6346 -3.7404  0.65
3 P -0.7268 1.4487 -3.7906  1.15
4 F 4.3471 3.5054 4.1432  -0.33
5 C -0.6177 -0.6984 3.8951  0.62
6 C 3.3875 0.7772 1.9393  -0.04
7 C 3.5747 2.7099 3.3369  0.38
8 C -1.8322 -0.5300 -1.5296  1.34
9 C -0.0001 -2.5161 2.5785  0.77
10 C 2.1927 2.8852 3.3515  -0.82
11 C -1.9714 0.5812 -4.8032  -1.18
12 C -0.7365 -1.2193 -0.8416  0.04
13 C -1.6392 2.1016 0.1023  -0.63
14 C 0.7436 -1.6952 -5.0292  -1.26
15 C 0.9477 1.0557 -4.3860  -1.34
16 C -1.7193 -1.0672 3.1023  0.18
17 C 1.3988 1.8513 2.7952  0.30
18 C -3.0074 0.1337 -0.7497  -1.11
19 C 0.6842 -3.7740 2.1871  -1.34
20 C -3.0697 -0.4409 3.1687  -1.66
21 C 2.0062 0.7488 2.1874  -0.40
22 C -2.8020 1.4371 -0.0409  -0.85
23 C -1.0609 3.2212 -4.0656  -1.29
24 C 4.2063 1.7129 2.5969  -0.71
25 C -0.4491 1.9378 -0.7873  0.30
26 C 3.2154 -0.5859 -4.5600  -1.23
27 C 1.7232 -1.6624 4.4307  -1.35
28 C 0.4811 -1.5712 3.6095  0.58
29 C 0.4211 -0.5827 -0.4266  -1.11
30 C 0.6795 0.8611 -0.7936  1.19
31 C -2.2994 -2.9249 1.4211  -1.62
32 C -0.6643 0.2943 4.9920  -1.55
33 C -1.3705 -2.1700 2.3020  0.42
34 H -0.2946 -1.9154 -4.7607  0.27
35 H -1.7456 -0.4899 -4.8444  0.31
36 H -2.9708 0.7319 -4.3681  0.41
37 H -1.3288 1.1319 4.7349  0.35
38 H 3.1456 -0.3052 -5.6203  0.38
39 H 3.8178 0.0759 1.2226  0.39
40 H 5.2930 1.6493 2.5468  0.40
41 H -0.8632 1.9248 -1.8390  -0.94
42 H 1.3371 -1.2404 -0.4886  0.79
43 H -1.0702 -0.1717 5.9061  0.34
44 H 1.2932 -2.6412 -5.0915  0.46
45 H 3.6608 -1.5911 -4.4904  0.41
46 H 0.1098 2.8951 -0.7551  0.60
47 H 2.0804 -0.6630 4.7161  0.31
48 H -0.2313 3.8021 -3.6416  0.40
49 H -3.1530 -2.2919 1.1336  0.42
50 H -1.3777 0.2593 -2.1764  -2.43
51 H -1.9387 1.0216 -5.8077  0.43
52 H -2.9837 0.6263 3.4222  0.33
53 H 0.7832 -1.2130 -6.0168  0.39
54 H -1.7963 -3.2445 0.4987  0.38
55 H -3.7277 -0.9143 3.9253  0.28
56 H -1.1472 3.4133 -5.1449  0.45
57 H 1.6611 1.8360 -4.0688  0.50
58 H 0.3258 0.7037 5.2329  0.37
59 H 3.8616 0.1333 -4.0400  0.39
60 H 1.7572 -3.6070 1.9818  0.25
61 H -3.4681 -0.6235 -0.0929  0.33
62 H -2.2641 -1.2589 -2.2488  0.78
63 H 2.5435 -2.1320 3.8752  0.23
64 H 1.7513 3.7679 3.8200  0.43
65 H 1.0154 0.8025 -1.8605  -1.31
66 H -0.7498 -2.3076 -0.7877  0.74
67 H -3.7140 0.3808 -1.5641  0.64
68 H -1.5644 2.9229 0.8192  0.43
69 H 1.5696 -2.2338 5.3608  0.36
70 H -3.7140 1.8727 0.3780  0.51
71 H -2.7085 -3.8236 1.9152  0.36
72 H 0.3145 1.9416 2.8281  0.74
73 H 0.9007 1.0506 -5.4941  0.70
74 H 0.2514 -4.1828 1.2640  0.37
75 H 1.5557 1.2553 -0.2626  0.53
76 H 0.5822 -4.5316 2.9988  0.31
77 H -2.0058 3.4972 -3.5687  0.40
78 H -3.6004 -0.5113 2.2082  0.32

One molecule with the formula C2H4N4, computed with ωB97M-V/def2-TZVPD.

electronic energy	-297.49140	a.u.
frontier orbital gap	8.2	eV
max |F|	0.70	eV Å⁻¹
spin multiplicity	1
charge	0

Each line ends with the Mulliken charge.
Geometry (Å):
1 N -0.1883 -0.1928 -0.3970  0.42
2 N 1.8662 -0.7450 -0.5661  -0.06
3 N 0.6886 -0.7547 -1.2483  -0.53
4 N 1.8615 -0.1373 0.5434  -0.29
5 C 0.5773 0.4984 0.6376  -0.30
6 C -1.4817 -0.2037 -0.3283  -0.24
7 H 0.6748 1.5444 0.3100  0.28
8 H 0.0012 0.4857 1.5624  0.25
9 H -2.1136 -0.3526 -1.1873  0.29
10 H -1.8859 -0.1425 0.6737  0.18

One molecule with the formula C7H7NO2 at a distorted geometry, computed with ωB97M-V/def2-TZVPD.

electronic energy	-475.94424	a.u.
frontier orbital gap (spin up / spin down)	7.7 / 7.1	eV
max |F|	4.00	eV Å⁻¹
spin multiplicity	1
charge	0

Each line ends with the Mulliken charge.
Geometry (Å):
1 O -1.5441 -2.0700 -0.3112  -0.52
2 O 1.7534 0.0556 -2.5272  -0.45
3 N 0.5680 1.3578 -1.0109  -0.08
4 C -0.6071 1.4630 -0.1360  -0.12
5 C -1.3087 0.1189 0.4245  -0.21
6 C 0.6871 -1.4501 0.3146  -0.28
7 C -0.6346 -1.1510 0.1292  0.48
8 C -0.6021 1.1305 1.3180  -0.85
9 C 1.8860 -1.7952 0.3204  -0.41
10 C 0.8597 0.3805 -1.7984  0.19
11 H -1.1021 2.4354 -0.3407  0.36
12 H 1.2484 1.9227 -0.6765  0.20
13 H 0.3870 0.8702 1.5679  0.31
14 H -0.9974 1.7656 2.0821  0.29
15 H 2.7547 -2.0968 0.8695  0.36
16 H -2.4027 -0.1081 0.3995  0.40
17 H -0.9457 -2.8290 -0.6247  0.34

A 2-piece molecular cluster, C3H2Cl4O2 overall at a distorted geometry, computed with ωB97M-V/def2-TZVPD.

electronic energy	-2106.74313	a.u.
SMILES	O=C(Cl)C(Cl)Cl.O=CCl
frontier orbital gap	11.0	eV
max |F|	3.08	eV Å⁻¹
spin multiplicity	1
charge	0

Each line ends with the Mulliken charge.
Geometry (Å):
1 Cl -2.2808 1.9989 0.8470  -0.12
2 Cl 3.2937 1.1731 -1.4796  -0.11
3 Cl 1.1417 1.7854 1.0178  -0.12
4 Cl 3.1423 -0.1641 1.5426  -0.13
5 O -1.4639 -0.3433 0.3055  -0.37
6 O 1.2386 -0.4800 -1.6190  -0.39
7 C -1.5285 0.7814 -0.0241  0.16
8 C 1.7396 0.1787 0.5494  0.04
9 C 1.9456 0.2240 -0.9677  0.44
10 H 1.1096 -0.6112 0.6886  0.28
11 H -1.1245 1.2557 -0.9767  0.32

C4H5NO2 as an isolated structure, computed with ωB97M-V/def2-TZVPD.

electronic energy	-360.46446	a.u.
frontier orbital gap	8.7	eV
max |F|	0.36	eV Å⁻¹
spin multiplicity	1
charge	0

Each line ends with the Mulliken charge.
Geometry (Å):
1 O -2.4020 0.9294 0.0618  -0.53
2 O 1.5709 0.8232 -0.9741  -0.30
3 N 0.3408 0.7538 -0.8972  -0.03
4 C 2.0815 -0.3602 0.3911  -0.16
5 C -0.1525 -0.0443 0.1289  0.51
6 C -1.6434 -0.2568 0.1365  -0.45
7 C 0.8292 -0.6315 0.8783  -0.38
8 H -1.9154 -0.7608 1.0656  0.30
9 H -1.8929 -0.9390 -0.6927  0.20
10 H 2.8346 0.2249 0.9167  0.27
11 H -2.1371 1.3916 -0.7439  0.33
12 H 2.4863 -1.1303 -0.2709  0.24

A 2-piece molecular cluster, C6H9Cl2NO2 overall at a distorted geometry, computed with ωB97M-V/def2-TZVPD.

electronic energy	-1359.56833	a.u.
SMILES	C[C@](CO)(CCl)C(=O)C#N.Cl
frontier orbital gap	10.0	eV
max |F|	4.46	eV Å⁻¹
spin multiplicity	1
charge	0

Each line ends with the Mulliken charge.
Geometry (Å):
1 Cl -2.8994 -1.1573 0.3703  -0.18
2 Cl 3.5198 -1.5895 0.0939  -0.28
3 O 0.5963 -1.6296 -0.9836  -0.44
4 O 1.2388 0.0622 1.6671  -0.47
5 N 1.8838 2.6529 -0.4999  -0.39
6 C -1.3760 -0.6083 1.0335  -0.80
7 C -1.4674 1.4936 -0.2691  -1.29
8 C -0.2218 -0.5156 -1.2878  -0.98
9 C 0.7408 0.6459 0.7414  0.15
10 C 1.4116 1.7649 0.0352  0.13
11 C -0.6440 0.1823 0.0178  1.38
12 H 3.7839 -2.2848 1.0402  0.24
13 H -1.5971 -0.1598 2.0139  0.43
14 H -0.6805 -1.5524 1.3003  0.36
15 H 0.2863 0.1554 -1.9614  0.47
16 H -1.0839 2.3519 0.3516  0.36
17 H -1.0655 -1.1380 -1.6595  0.38
18 H -2.3811 1.2158 0.1651  0.44
19 H 1.5883 -1.4834 -0.7436  0.22
20 H -1.6328 1.5936 -1.4252  0.27

One molecule with the formula C6H10O, computed with ωB97M-V/def2-TZVPD.

electronic energy	-309.78653	a.u.
SMILES	C#C[C@](C)(O)CC
frontier orbital gap	11.1	eV
max |F|	0.51	eV Å⁻¹
spin multiplicity	1
charge	0

Each line ends with the Mulliken charge.
Geometry (Å):
1 O 1.3336 -0.0046 1.1827  -0.55
2 C 0.3473 0.4434 0.2477  1.26
3 C 0.1278 1.9539 0.3947  -1.67
4 C 1.2166 -0.1412 -2.2234  0.16
5 C -0.9931 -1.7525 0.0427  -1.18
6 C 0.8013 0.1374 -1.1270  -1.00
7 C -0.9323 -0.3338 0.6147  -0.61
8 H 1.5674 -0.3991 -3.1992  0.46
9 H -0.2371 2.1721 1.4038  0.35
10 H -0.6097 2.3089 -0.3338  0.36
11 H -1.5305 -2.4318 0.7092  0.35
12 H -0.9251 -0.3629 1.7101  0.40
13 H -1.8122 0.2444 0.3089  0.33
14 H 1.0651 2.4963 0.2348  0.38
15 H 0.0122 -2.1562 -0.1029  0.32
16 H -1.4971 -1.7660 -0.9275  0.28
17 H 2.1901 -0.0341 0.7422  0.37

A 2-piece molecular cluster, C2H3F3 overall at a distorted geometry, computed with ωB97M-V/def2-TZVPD.

electronic energy	-377.48783	a.u.
frontier orbital gap	11.2	eV
max |F|	4.46	eV Å⁻¹
spin multiplicity	1
charge	0

Each line ends with the Mulliken charge.
Geometry (Å):
1 F -0.1553 1.3067 1.2627  -0.24
2 F 1.4656 0.1717 1.8673  -0.22
3 F 0.4242 -1.0019 -1.1463  -0.28
4 C 0.1431 -0.8474 0.1966  -0.23
5 C 0.8022 0.4783 0.8013  0.25
6 H 0.7449 -1.6296 0.5845  0.22
7 H 1.6536 1.5842 -0.1964  0.26
8 H -0.9353 -0.9026 0.5208  0.24

Question: electronic energy of number 1 (C29H45FFeP2)?
Answer: -3177.81005 a.u.

Question: The lowest electronic energy belongs to which entry?
Answer: C29H45FFeP2